This record from the Open Molecules 2025 dataset describes a molecular structure, C6H9HgO4 at a distorted geometry. The level of theory is ωB97M-V with the def2-TZVPD basis set.

Summary:
- M (g mol⁻¹) = 345.7
- LUMO energy (eV) = -4.6
- charge = +1
- ΔE to the lowest compared entry with this formula, charge and spin (kcal/mol) = 0.0
- E_HOMO (eV) = -13.0981
- orbital gap (Ha) = 0.3119

```
20
Properties=species:S:1:pos:R:3:forces:R:3
C -5.127 -1.417 4.643 -1.0477 0.3613 0.1876
H -6.376 -2.618 5.903 0.2827 0.0125 -0.1086
C 0.553 -2.333 -0.125 -0.4162 0.3612 0.1305
C -3.459 -1.699 3.003 0.8615 0.0269 3.0689
C -1.987 -1.446 -1.294 0.7939 0.1251 -0.4482
O -1.108 -0.710 -0.669 -0.3345 0.1714 -0.5582
H -5.134 -3.545 5.023 -0.0611 0.2119 0.1650
C -5.335 -2.605 5.555 0.1069 -0.1695 0.1046
O -2.228 -1.853 2.759 2.5713 1.4483 4.1166
C -0.216 -1.309 0.228 1.0375 -0.6174 1.1571
H -5.760 -1.478 3.747 0.1294 0.0379 0.2146
H 0.507 -2.776 -1.121 0.0996 0.0868 0.2900
H -4.676 -2.544 6.431 -0.1917 -0.0294 -0.2557
Hg -3.246 -2.317 1.123 -3.5722 -1.0238 -2.2961
H -1.813 -1.478 -2.376 -0.7411 0.1534 0.0371
O -3.754 -1.331 4.228 0.1214 -0.4651 -1.3513
H -0.190 -0.803 1.195 -0.0370 -0.1379 -0.4013
H 1.259 -2.733 0.603 -0.2576 0.1109 -0.2638
H -5.342 -0.474 5.162 0.1028 -0.2561 -0.1815
O -2.889 -2.075 -0.755 0.5520 -0.4086 -3.6073
```
Positions in Å, forces in eV/Å.